(1)
This record from OMol25 describes the molecule C2H3NP2 at a distorted geometry. The level of theory is ωB97M-V/def2-TZVPD.

Largest force on an atom in eV Å⁻¹: 5.8
Gap between HOMO and LUMO (spin up / spin down) in eV: 7.93 / 7.55
Energy in a.u.: -815.272668
Spin multiplicity: 1
Net charge: 0
HOMO (spin up / spin down) in hartree: -0.324 / -0.307

Each line ends with the natural charge from an NBO analysis.
CARTESIAN COORDINATES (ANGSTROEM)
C (1.19, -0.17, -0.18)  -0.2875
C (-1.28, 1.31, -0.16)  -0.5336
N (1.26, 0.95, -0.52)  -0.2409
P (-1.93, -0.14, 0.04)  0.4021
P (-0.12, -1.45, -0.19)  0.2661
H (2.14, -0.89, 0.14)  0.2214
H (-1.43, 2.34, -0.15)  0.1900
H (0.17, -1.96, 1.01)  -0.0175



(2)
This record from OMol25 describes a structure of composition C2H3NS3 at a distorted geometry. The level of theory is ωB97M-V/def2-TZVPD.

Largest force on an atom in eV Å⁻¹: 5.5
Gap between HOMO and LUMO in eV: 8.04
Energy in a.u.: -1327.139531
Spin multiplicity: 1
Net charge: 0
HOMO in hartree: -0.337

Each line ends with the natural charge from an NBO analysis.
CARTESIAN COORDINATES (ANGSTROEM)
C (-0.40, 1.18, 0.05)  -0.0823
C (1.87, -0.53, -0.11)  -0.4781
H (-3.15, -1.09, 0.61)  0.1965
H (-0.42, 2.11, 0.44)  0.1994
H (0.82, -1.27, 0.27)  0.2648
N (-1.35, 0.47, 0.47)  -0.4219
S (-2.08, -1.02, -0.64)  0.0083
S (1.09, 0.87, -0.90)  0.2867
S (3.62, -0.72, -0.19)  0.0266



(3)
This record from OMol25 describes a cluster of 2 separate species, C2H3NS3 in total at a distorted geometry. The level of theory is ωB97M-V/def2-TZVPD.

Largest force on an atom in eV Å⁻¹: 2.8
Gap between HOMO and LUMO in eV: 7.78
Energy in a.u.: -1327.202517
Spin multiplicity: 1
Net charge: 0
HOMO in hartree: -0.320

Each line ends with the natural charge from an NBO analysis.
CARTESIAN COORDINATES (ANGSTROEM)
C (-1.81, 1.29, 0.65)  0.1147
N (-1.97, 0.17, 0.32)  -0.4097
S (-2.42, -1.22, -0.27)  0.0469
H (-1.13, 2.10, 0.93)  0.2583
S (0.98, 1.49, 0.01)  0.0559
C (1.39, 0.04, -0.53)  -0.4612
S (1.66, -1.37, 0.66)  0.0514
H (1.10, -0.33, -1.56)  0.2261
H (2.21, -2.16, -0.22)  0.1177



(4)
This record from OMol25 describes a cluster of 2 separate species, C2H3NS4 in total at a distorted geometry. The level of theory is ωB97M-V/def2-TZVPD.

Largest force on an atom in eV Å⁻¹: 2.7
Gap between HOMO and LUMO (spin up / spin down) in eV: 5.40 / 7.90
Energy in a.u.: -1725.403872
Spin multiplicity: 1
Net charge: 0
HOMO (spin up / spin down) in hartree: -0.275 / -0.339

Each line ends with the natural charge from an NBO analysis.
CARTESIAN COORDINATES (ANGSTROEM)
C (-0.18, -1.20, 0.25)  -0.0232
C (-0.23, -0.13, -0.61)  -0.4047
N (-1.22, -1.38, 1.01)  -0.5826
S (-1.74, 0.59, -0.79)  0.2929
S (-2.50, -0.39, 0.89)  0.5056
S (0.80, 1.95, 1.20)  -0.3445
S (0.87, 0.04, -2.06)  0.0022
H (0.83, -1.77, 0.26)  0.2425
H (1.88, 1.01, 1.50)  0.1256
H (1.49, 1.27, -1.66)  0.1861



(5)
This record from OMol25 describes a cluster of 2 separate species, C2H3O2 in total at a distorted geometry. The level of theory is ωB97M-V/def2-TZVPD.

Largest force on an atom in eV Å⁻¹: 5.4
Gap between HOMO and LUMO in eV: 12.20
Energy in a.u.: -227.844199
Spin multiplicity: 1
Net charge: +1
HOMO in hartree: -0.668

Each line ends with the natural charge from an NBO analysis.
CARTESIAN COORDINATES (ANGSTROEM)
C (-0.21, -0.26, 0.06)  -0.0822
C (0.96, 0.62, -0.31)  0.3614
O (1.89, 0.05, 0.39)  -0.0729
O (1.10, -0.74, -0.51)  -0.0454
H (-0.49, -1.17, 1.51)  0.3561
H (-0.96, -0.38, -0.70)  0.2430
H (0.98, 1.32, -1.02)  0.2401



(6)
This record from OMol25 describes the molecule C2H3O2P at a distorted geometry. The level of theory is ωB97M-V/def2-TZVPD.

Largest force on an atom in eV Å⁻¹: 3.9
Gap between HOMO and LUMO in eV: 9.64
Energy in a.u.: -569.760711
Spin multiplicity: 1
Net charge: 0
HOMO in hartree: -0.348

Each line ends with the natural charge from an NBO analysis.
CARTESIAN COORDINATES (ANGSTROEM)
H (0.64, -1.80, -0.29)  -0.0150
P (-0.42, -1.71, 0.55)  0.4352
C (-0.69, -0.16, 0.92)  -0.3280
O (-0.07, 1.01, 0.41)  -0.4780
C (0.51, 0.86, -0.74)  0.6542
O (0.60, -0.12, -1.44)  -0.5850
H (-1.46, 0.06, 1.54)  0.2016
H (0.89, 1.87, -0.94)  0.1149



(7)
This record from OMol25 describes the ion C2H3O2S with charge -1 at a distorted geometry. The level of theory is ωB97M-V/def2-TZVPD.

Largest force on an atom in eV Å⁻¹: 3.8
Gap between HOMO and LUMO in eV: 7.80
Energy in a.u.: -626.705185
Spin multiplicity: 1
Net charge: -1
HOMO in hartree: -0.144

Each line ends with the natural charge from an NBO analysis.
CARTESIAN COORDINATES (ANGSTROEM)
O (2.73, 0.23, 0.51)  -0.6779
C (1.79, -0.44, 0.05)  0.2879
S (1.80, -1.87, -0.73)  -0.4026
C (0.04, 0.12, 0.16)  -0.1538
O (-0.79, -0.62, -0.63)  -0.7939
H (-0.02, 1.23, -0.07)  0.1367
H (-0.31, -0.07, 1.22)  0.1365
H (-0.16, -1.28, -1.13)  0.4670



(8)
This record from OMol25 describes the ion C2H3O2S2 with charge -1 at a distorted geometry. The level of theory is ωB97M-V/def2-TZVPD.

Largest force on an atom in eV Å⁻¹: 4.2
Gap between HOMO and LUMO in eV: 6.85
Energy in a.u.: -1024.861618
Spin multiplicity: 1
Net charge: -1
HOMO in hartree: -0.124

Each line ends with the natural charge from an NBO analysis.
CARTESIAN COORDINATES (ANGSTROEM)
C (-1.25, 0.16, -0.02)  -0.7210
C (0.27, 0.63, -0.03)  -0.2964
S (0.55, 2.25, 0.14)  -0.1089
S (1.67, -0.56, 0.29)  1.5190
O (0.82, -1.77, 0.54)  -1.0538
O (2.52, -0.59, -0.89)  -1.0289
H (-1.58, 0.33, 0.96)  0.2289
H (-1.65, 0.54, -0.96)  0.2242
H (-1.36, -0.99, -0.03)  0.2369



(9)
This record from OMol25 describes a structure of composition C2H3O2Se at a distorted geometry. The level of theory is ωB97M-V/def2-TZVPD.

Largest force on an atom in eV Å⁻¹: 4.8
Gap between HOMO and LUMO in eV: 6.90
Energy in a.u.: -2629.951980
Spin multiplicity: 1
Net charge: -1
HOMO in hartree: -0.112

Each line ends with the natural charge from an NBO analysis.
CARTESIAN COORDINATES (ANGSTROEM)
C (-0.95, 0.55, 0.04)  0.8164
C (0.39, -0.88, 0.25)  -0.7044
O (-0.43, 1.54, -0.59)  -0.7284
O (-2.06, 0.37, 0.44)  -0.6609
Se (2.01, -0.07, -0.36)  -0.5725
H (0.08, -1.72, -0.36)  0.1856
H (0.42, -1.09, 1.31)  0.1862
H (0.55, 1.31, -0.74)  0.4781



(10)
This record from OMol25 describes a cluster of 2 separate species, C2H3O2Se in total at a distorted geometry. The level of theory is ωB97M-V/def2-TZVPD.

Largest force on an atom in eV Å⁻¹: 2.8
Gap between HOMO and LUMO in eV: 5.73
Energy in a.u.: -2629.892326
Spin multiplicity: 1
Net charge: -1
HOMO in hartree: -0.074

Each line ends with the natural charge from an NBO analysis.
CARTESIAN COORDINATES (ANGSTROEM)
C (1.21, -0.59, -1.23)  1.0473
C (-1.18, 0.04, 0.37)  -1.1180
O (1.90, 0.17, -0.73)  -0.5322
O (0.68, -1.36, -1.89)  -0.5487
Se (0.01, 0.90, 1.73)  -0.1724
H (-0.83, -1.03, 0.46)  0.1263
H (-2.25, 0.00, 0.67)  0.1486
H (0.46, 1.86, 0.63)  0.0492



(11)
This record from OMol25 describes the ion C2H3O3 with charge -1 at a distorted geometry. The level of theory is ωB97M-V/def2-TZVPD.

Largest force on an atom in eV Å⁻¹: 3.5
Gap between HOMO and LUMO in eV: 8.57
Energy in a.u.: -303.777000
Spin multiplicity: 1
Net charge: -1
HOMO in hartree: -0.155

Each line ends with the natural charge from an NBO analysis.
CARTESIAN COORDINATES (ANGSTROEM)
C (-0.09, 0.31, -0.06)  -0.2228
O (-0.82, 1.22, 0.71)  -0.6212
C (-2.01, 0.71, 1.46)  0.9552
O (-2.52, 1.59, 2.15)  -0.7685
O (-2.29, -0.47, 1.31)  -0.7774
H (-0.63, -0.35, -0.78)  0.1643
H (0.47, -0.60, 0.65)  0.1144
H (0.67, 0.88, -0.62)  0.1561



(12)
This record from OMol25 describes a structure of composition C2H3O3Pt at a distorted geometry. The level of theory is ωB97M-V/def2-TZVPD.

Largest force on an atom in eV Å⁻¹: 12.4
Gap between HOMO and LUMO (spin up / spin down) in eV: 4.87 / 6.15
Energy in a.u.: -422.794908
Spin multiplicity: 3
Net charge: -1
Expectation value of S²: 2.007
HOMO (spin up / spin down) in hartree: -0.053 / -0.102

Each line ends with the natural charge from an NBO analysis.
CARTESIAN COORDINATES (ANGSTROEM)
O (-0.15, -1.51, 0.29)  -0.7299
C (-1.25, -1.03, -0.16)  0.0850
C (-1.32, 0.49, 0.00)  -0.2716
O (-0.16, 1.16, 0.36)  -0.7853
Pt (1.06, -0.08, 0.49)  0.9269
H (-2.15, 0.65, 0.74)  0.1669
H (-1.75, 0.85, -0.96)  0.1562
H (3.05, -0.43, -0.79)  0.4407
O (2.68, -0.10, 0.03)  -0.9889



(13)
This record from OMol25 describes the ion C2H3O3S with charge -1 at a distorted geometry. The level of theory is ωB97M-V/def2-TZVPD.

Largest force on an atom in eV Å⁻¹: 6.8
Gap between HOMO and LUMO in eV: 7.78
Energy in a.u.: -701.787031
Spin multiplicity: 1
Net charge: -1
HOMO in hartree: -0.136

Each line ends with the natural charge from an NBO analysis.
CARTESIAN COORDINATES (ANGSTROEM)
C (-0.46, -1.27, 0.65)  -0.5243
C (0.78, 0.08, -0.64)  -0.2665
O (-1.85, 1.20, 0.14)  -0.9959
O (0.37, 1.20, 1.77)  -0.9461
O (0.89, -1.04, 0.09)  -0.5882
S (-0.39, 0.53, 0.68)  1.8744
H (-1.08, -1.33, -0.23)  0.1194
H (1.61, 0.71, -0.92)  0.1794
H (0.13, -0.10, -1.54)  0.1477



(14)
This record from OMol25 describes the ion C2H3O3S with charge -1 at a distorted geometry. The level of theory is ωB97M-V/def2-TZVPD.

Largest force on an atom in eV Å⁻¹: 2.3
Gap between HOMO and LUMO in eV: 7.35
Energy in a.u.: -701.832410
Spin multiplicity: 1
Net charge: -1
HOMO in hartree: -0.125

Each line ends with the natural charge from an NBO analysis.
CARTESIAN COORDINATES (ANGSTROEM)
C (1.21, -0.59, 0.71)  0.0438
C (-0.39, 0.46, -0.64)  -0.3342
O (-0.60, 2.99, -0.46)  -1.0537
O (-0.51, 1.85, -2.75)  -1.0639
O (0.28, 0.32, 0.61)  -0.4686
S (0.11, 2.08, -1.40)  1.4602
H (1.58, -0.56, 1.89)  0.0353
H (-0.21, -0.31, -1.36)  0.1924
H (-1.39, 0.55, -0.35)  0.1889



(15)
This record from OMol25 describes a cluster of 2 separate species, C2H3O3S in total at a distorted geometry. The level of theory is ωB97M-V/def2-TZVPD.

Largest force on an atom in eV Å⁻¹: 4.4
Gap between HOMO and LUMO (spin up / spin down) in eV: 7.27 / 8.00
Energy in a.u.: -701.734079
Spin multiplicity: 1
Net charge: -1
HOMO (spin up / spin down) in hartree: -0.161 / -0.166

Each line ends with the natural charge from an NBO analysis.
CARTESIAN COORDINATES (ANGSTROEM)
C (1.43, 0.46, -0.15)  0.2200
C (0.30, -0.06, -0.59)  -0.5176
O (-2.16, -0.28, -0.88)  -1.0008
O (2.60, 0.26, -0.33)  -0.6558
O (-1.29, 1.39, 0.67)  -0.9936
S (-1.21, 0.06, 0.09)  2.0043
H (1.12, 1.46, 0.34)  0.1178
H (0.74, -2.46, -0.16)  -0.1130
H (-1.53, -0.83, 1.00)  -0.0614



(16)
This record from OMol25 describes the ion C2H3O3S2 with charge -1 at a distorted geometry. The level of theory is ωB97M-V/def2-TZVPD.

Largest force on an atom in eV Å⁻¹: 4.0
Gap between HOMO and LUMO (spin up / spin down) in eV: 6.11 / 6.11
Energy in a.u.: -1100.085966
Spin multiplicity: 1
Net charge: -1
HOMO (spin up / spin down) in hartree: -0.107 / -0.108

Each line ends with the natural charge from an NBO analysis.
CARTESIAN COORDINATES (ANGSTROEM)
C (-0.52, -0.40, -0.11)  -0.0964
C (0.01, -1.04, -1.23)  0.2354
O (-1.05, -1.32, 0.85)  -0.7458
O (0.00, -2.32, -1.28)  -0.7372
O (1.87, 1.37, 1.36)  -0.9706
S (-1.05, 1.23, -0.08)  -0.0475
S (0.61, 2.16, 1.50)  0.7385
H (0.37, -0.52, -2.04)  0.1307
H (-0.82, -2.20, 0.52)  0.4911
H (0.59, 3.03, 0.50)  0.0019



(17)
This record from OMol25 describes a cluster of 2 separate species, C2H3OP in total at a distorted geometry. The level of theory is ωB97M-V/def2-TZVPD.

Largest force on an atom in eV Å⁻¹: 3.3
Gap between HOMO and LUMO (spin up / spin down) in eV: 7.74 / 8.03
Energy in a.u.: -494.401331
Spin multiplicity: 1
Net charge: 0
HOMO (spin up / spin down) in hartree: -0.326 / -0.307

Each line ends with the natural charge from an NBO analysis.
CARTESIAN COORDINATES (ANGSTROEM)
C (-0.97, -0.83, 0.30)  -0.7492
C (-0.57, 0.50, 0.43)  0.2127
O (-1.73, 1.19, 0.26)  -0.7382
P (-2.58, -0.28, -0.03)  0.8710
H (-0.55, -1.85, 0.43)  0.2537
H (0.22, 0.84, 0.98)  0.1908
H (0.30, -0.06, -1.61)  -0.0408



(18)
This record from OMol25 describes a cluster of 2 separate species, C2H3OPS in total at a distorted geometry. The level of theory is ωB97M-V/def2-TZVPD.

Largest force on an atom in eV Å⁻¹: 6.8
Gap between HOMO and LUMO (spin up / spin down) in eV: 8.22 / 8.22
Energy in a.u.: -892.630352
Spin multiplicity: 1
Net charge: 0
HOMO (spin up / spin down) in hartree: -0.325 / -0.325

Each line ends with the natural charge from an NBO analysis.
CARTESIAN COORDINATES (ANGSTROEM)
C (-1.78, 0.29, -1.04)  -0.9397
C (0.74, 0.27, 0.94)  -0.6714
O (-1.17, 1.80, 1.49)  -0.9312
P (-2.36, 1.62, -0.54)  0.6804
S (-0.27, 0.81, 2.10)  1.1761
H (1.53, -0.46, 1.44)  0.2211
H (0.69, 0.23, -0.07)  0.2359
H (-1.72, -0.58, -1.70)  0.2289



(19)
This record from OMol25 describes a cluster of 2 separate species, C2H3OPS2 in total at a distorted geometry. The level of theory is ωB97M-V/def2-TZVPD.

Largest force on an atom in eV Å⁻¹: 4.5
Gap between HOMO and LUMO (spin up / spin down) in eV: 7.78 / 6.80
Energy in a.u.: -1290.781142
Spin multiplicity: 1
Net charge: 0
HOMO (spin up / spin down) in hartree: -0.336 / -0.334

Each line ends with the natural charge from an NBO analysis.
CARTESIAN COORDINATES (ANGSTROEM)
C (1.61, -0.12, 0.19)  -0.4431
C (0.54, 1.91, -0.79)  -0.2637
O (-2.43, -2.38, -0.35)  -0.9871
P (-2.03, -0.99, -0.69)  1.1418
S (-0.96, 1.96, -0.36)  0.3116
S (-1.69, 0.20, 0.99)  -0.3826
H (2.64, 0.41, 0.03)  0.2379
H (1.30, -0.18, 1.31)  0.1991
H (1.01, -0.80, -0.33)  0.1861



(20)
This record from OMol25 describes a cluster of 2 separate species, C2H3P in total at a distorted geometry. The level of theory is ωB97M-V/def2-TZVPD.

Largest force on an atom in eV Å⁻¹: 4.8
Gap between HOMO and LUMO in eV: 9.01
Energy in a.u.: -419.151001
Spin multiplicity: 1
Net charge: 0
HOMO in hartree: -0.330

Each line ends with the natural charge from an NBO analysis.
CARTESIAN COORDINATES (ANGSTROEM)
C (0.25, 0.68, 0.02)  -0.4965
C (-0.12, -0.70, 0.05)  -0.6304
P (1.76, 0.06, 0.03)  0.5630
H (-0.61, 2.22, 0.12)  0.1454
H (-0.88, -1.20, 0.72)  0.2236
H (-0.40, -1.06, -0.94)  0.1949